No. 1
C35H55I2N3O3S3 | ωB97M-V/def2-TZVPD

Properties
- Kohn-Sham gap: 0.27718 hartree
- HOMO level: -7.9 eV

Geometry as XYZ:
```
101
C35H55I2N3O3S3, DFT ωB97M-V/def2-TZVPD
C -4.498 5.448 2.290
C -3.740 6.676 2.642
I -4.766 7.944 3.978
C -2.545 6.969 2.161
I -1.558 8.763 2.656
C -1.867 5.975 1.216
C -2.452 6.089 -0.236
C -3.137 4.820 -0.751
C -2.230 3.572 -0.816
C -2.462 2.480 0.245
S -0.993 1.422 0.114
C -0.712 0.590 1.644
S 0.828 0.493 2.115
N -1.824 -0.087 2.251
C -2.407 0.540 3.414
C -1.695 1.152 4.421
C -2.342 1.667 5.525
C -3.707 1.562 5.653
C -4.422 0.930 4.657
C -3.780 0.445 3.545
C -1.564 -1.491 2.467
C -2.184 -2.372 1.608
C -1.982 -3.732 1.697
C -1.148 -4.207 2.685
C -0.528 -3.340 3.556
C -0.741 -1.986 3.455
C -1.336 6.507 -1.183
C -0.570 7.658 -0.594
O 0.389 7.242 0.414
S -0.071 5.996 1.276
O 0.316 6.140 2.639
O 0.417 4.822 0.624
H -3.916 4.554 2.461
H -5.352 5.370 2.942
H -4.893 5.489 1.284
H -2.109 4.992 1.598
H -3.151 6.920 -0.242
H -3.417 5.050 -1.776
H -4.061 4.593 -0.236
H -2.392 3.101 -1.780
H -1.185 3.854 -0.810
H -3.346 1.929 -0.058
H -2.640 2.863 1.239
H -0.622 1.223 4.377
H -1.790 2.154 6.309
H -4.222 1.952 6.513
H -5.491 0.828 4.737
H -4.352 -0.059 2.784
H -2.836 -1.973 0.849
H -2.477 -4.395 1.014
H -0.980 -5.269 2.757
H 0.140 -3.700 4.316
H -0.250 -1.295 4.116
H -1.757 6.861 -2.121
H -0.679 5.686 -1.441
H -1.263 8.360 -0.140
H -0.014 8.197 -1.346
C 0.757 -4.034 -0.941
C 0.464 -5.494 -0.638
N 0.225 -6.291 -1.825
C -0.353 -7.592 -1.542
C 0.478 -8.593 -0.729
C 1.283 -6.265 -2.819
C 2.693 -6.685 -2.386
H -0.025 -3.597 -1.564
H 0.801 -3.467 -0.010
H 1.716 -3.906 -1.447
H -0.436 -5.531 -0.019
H 1.283 -5.900 -0.022
H -0.640 -8.057 -2.490
H -1.294 -7.422 -1.010
H 1.299 -9.010 -1.310
H -0.155 -9.429 -0.425
H 0.886 -8.146 0.178
H 1.343 -5.248 -3.218
H 0.971 -6.876 -3.670
H 2.992 -6.216 -1.447
H 3.415 -6.377 -3.145
H 2.786 -7.765 -2.275
C 6.652 0.304 -4.277
C 5.322 -0.433 -4.342
N 5.092 -1.290 -3.195
C 3.996 -2.222 -3.379
C 2.584 -1.650 -3.554
C 5.159 -0.637 -1.898
C 4.227 0.554 -1.638
H 7.474 -0.394 -4.116
H 6.829 0.828 -5.217
H 6.669 1.049 -3.481
H 5.328 -1.064 -5.234
H 4.515 0.303 -4.485
H 3.993 -2.924 -2.539
H 4.227 -2.831 -4.259
H 2.186 -1.259 -2.619
H 1.907 -2.444 -3.881
H 2.547 -0.862 -4.307
H 6.188 -0.300 -1.745
H 4.999 -1.393 -1.125
H 4.232 1.268 -2.463
H 4.558 1.088 -0.746
H 3.199 0.243 -1.460
```

=====

No. 2
C35H55IN3O3 | ωB97M-V/def2-TZVPD

Properties
- Charge: -1
- Kohn-Sham gap: 0.16269 hartree
- HOMO level: -2.7 eV

Geometry as XYZ:
```
97
C35H55IN3O3, DFT ωB97M-V/def2-TZVPD
C 7.649 -3.649 3.835
C 7.756 -2.538 3.121
C 7.762 -2.613 1.643
O 8.341 -3.497 1.074
O 7.095 -1.647 1.040
C 7.390 -1.492 -0.368
C 6.883 -0.150 -0.831
C 5.355 -0.064 -0.845
C 4.714 -0.764 -2.050
C 3.224 -1.064 -1.785
C 2.276 -0.070 -2.511
C 1.282 0.498 -1.531
C 1.381 1.792 -1.052
C 0.482 2.327 -0.101
N 0.652 3.606 0.346
C -0.191 4.037 1.249
C 0.020 5.446 1.729
C -1.199 6.384 1.588
C -1.495 7.199 2.866
I -3.451 6.875 3.702
C -1.236 3.200 1.750
N -2.070 3.715 2.786
C -1.891 3.238 3.965
C -0.999 3.924 4.966
C -2.530 1.959 4.405
N -1.453 1.985 1.325
C -0.568 1.538 0.383
C -0.689 0.218 -0.114
C 0.198 -0.308 -1.040
C 0.008 -1.734 -1.498
C -1.082 -1.898 -2.567
C -2.518 -1.618 -2.118
C -3.005 -2.450 -0.935
C -3.686 -3.772 -1.353
C -5.191 -3.742 -1.128
C -5.571 -3.772 0.349
C -7.107 -3.699 0.533
C -7.568 -2.355 1.120
C -7.737 -2.453 2.636
H 7.427 -3.626 4.890
H 7.786 -4.625 3.390
H 7.852 -1.593 3.637
H 6.882 -2.283 -0.912
H 8.463 -1.547 -0.518
H 7.263 0.634 -0.177
H 7.235 0.015 -1.847
H 4.953 -0.464 0.085
H 5.020 0.974 -0.874
H 4.794 -0.142 -2.938
H 5.221 -1.712 -2.232
H 3.036 -2.083 -2.120
H 3.004 -1.077 -0.717
H 1.765 -0.567 -3.324
H 2.884 0.743 -2.887
H 2.184 2.427 -1.403
H 0.421 5.479 2.740
H 0.803 5.846 1.091
H -2.107 5.860 1.317
H -1.005 7.130 0.821
H -0.761 7.018 3.643
H -1.475 8.265 2.674
H 0.022 3.766 4.613
H -1.227 4.982 5.001
H -1.067 3.456 5.946
H -3.438 1.749 3.856
H -1.820 1.161 4.159
H -2.671 1.947 5.484
H -1.482 -0.411 0.265
H 0.922 -2.140 -1.913
H -0.205 -2.337 -0.615
H -1.007 -2.907 -2.977
H -0.837 -1.234 -3.397
H -2.582 -0.560 -1.867
H -3.169 -1.774 -2.978
H -3.770 -1.860 -0.427
H -2.239 -2.641 -0.190
H -3.294 -4.571 -0.720
H -3.435 -4.033 -2.380
H -5.690 -4.582 -1.612
H -5.616 -2.824 -1.544
H -5.149 -2.915 0.872
H -5.180 -4.674 0.818
H -7.578 -3.846 -0.437
H -7.418 -4.487 1.214
H -8.524 -2.069 0.683
H -6.861 -1.561 0.883
H -8.304 -3.340 2.908
H -6.749 -2.553 3.089
H -8.192 -1.567 3.072
C 1.160 1.090 -6.247
C 2.286 0.039 -6.423
O 3.138 0.032 -5.385
H 1.580 2.096 -6.167
H 0.468 1.082 -7.107
H 0.572 0.885 -5.347
H 2.736 0.266 -7.430
H 1.743 -0.930 -6.620
```

=====

No. 3
C35H55N4O3P2PdSi | ωB97M-V/def2-TZVPD

Properties
- ⟨S²⟩: 6.0930
- Multiplicity: 5
- Charge: +1
- Energy relative to the best compared isomer or geometry (same formula, charge and spin): 0.0 kcal per mole
- Kohn-Sham gap (spin up / spin down): 0.29201 / 0.21248 hartree
- HOMO level (spin up / spin down): -10.2 / -10.9 eV

Geometry as XYZ:
```
101
C35H55N4O3P2PdSi, DFT ωB97M-V/def2-TZVPD
Pd -0.014 -0.149 0.385
C 3.212 0.914 -0.645
C 3.059 -0.297 -1.562
C 3.711 -0.058 -2.938
P 1.236 -0.588 -1.676
C 0.965 -2.273 -2.256
C 2.020 -2.853 -3.222
C -0.477 -2.353 -2.838
C 0.575 0.620 -2.786
C 0.724 0.613 -4.186
C 0.186 1.648 -4.962
C 0.392 1.676 -6.455
C -0.471 2.706 -4.316
C -0.606 2.717 -2.927
C -0.111 1.665 -2.121
N -0.255 1.637 -0.780
C -0.670 2.736 -0.080
C -0.213 4.048 -0.386
C -0.623 5.140 0.365
C -1.541 4.960 1.445
C -2.099 6.148 2.213
C -2.072 3.679 1.690
C -1.627 2.570 0.929
P -2.093 0.866 1.121
C -2.735 0.714 2.843
C -4.073 1.395 3.188
C -1.595 1.117 3.815
C -3.718 0.713 0.166
C -4.422 -0.645 0.488
C -3.485 0.809 -1.335
H 4.201 0.875 -0.140
H 2.454 0.973 0.131
H 3.143 1.859 -1.239
H 3.448 -1.215 -1.090
H 3.492 0.979 -3.305
H 3.364 -0.768 -3.700
H 4.788 -0.184 -2.839
H 0.989 -2.860 -1.304
H 2.078 -2.339 -4.212
H 1.710 -3.862 -3.473
H 3.046 -2.945 -2.821
H -0.588 -1.811 -3.779
H -1.245 -1.945 -2.136
H -0.729 -3.427 -2.978
H 1.245 -0.232 -4.693
H 0.904 0.789 -6.807
H 1.019 2.541 -6.778
H -0.538 1.796 -7.026
H -0.890 3.560 -4.880
H -1.130 3.522 -2.422
H 0.509 4.173 -1.210
H -0.210 6.118 0.137
H -2.023 7.081 1.655
H -1.528 6.305 3.123
H -3.158 6.003 2.483
H -2.770 3.499 2.514
H -2.854 -0.376 2.950
H -4.354 2.225 2.511
H -4.059 1.803 4.206
H -4.905 0.681 3.186
H -1.236 2.156 3.720
H -0.733 0.467 3.662
H -1.937 0.952 4.870
H -4.294 1.527 0.575
H -3.708 -1.487 0.460
H -5.183 -0.853 -0.299
H -4.871 -0.640 1.475
H -2.898 -0.028 -1.710
H -2.977 1.739 -1.634
H -4.434 0.788 -1.868
C 1.691 1.913 2.625
C 2.151 0.473 2.641
C 3.177 0.128 3.556
C 3.594 -1.220 3.616
C 3.012 -2.143 2.781
C 1.971 -1.739 1.897
N 1.509 -0.438 1.902
N 1.461 -2.585 1.021
Si 1.259 -4.309 1.170
C 0.912 -4.908 2.872
C -0.114 -4.980 0.125
C 2.856 -5.052 0.465
H 1.194 2.205 3.571
H 1.052 2.119 1.761
H 2.548 2.584 2.527
H 3.571 0.880 4.213
H 4.359 -1.525 4.305
H 3.349 -3.167 2.734
H -0.134 -4.646 3.160
H 1.575 -4.474 3.646
H 1.041 -6.007 2.924
H -0.783 -4.144 -0.187
H -0.762 -5.709 0.686
H 0.206 -5.441 -0.818
H 3.697 -4.331 0.605
H 2.650 -5.175 -0.630
H 3.081 -6.015 0.949
O -2.447 -3.196 2.328
N -1.618 -2.429 1.837
O -0.852 -1.763 2.591
O -1.527 -2.224 0.629
```

=====

No. 4
C35H55N4OOsP2 | ωB97M-V/def2-TZVPD

Properties
- ⟨S²⟩: 6.0547
- Multiplicity: 5
- Charge: +3
- Energy relative to the best compared isomer or geometry (same formula, charge and spin): 29.8 kcal per mole
- Kohn-Sham gap (spin up / spin down): 0.22092 / 0.19641 hartree
- HOMO level (spin up / spin down): -14.8 / -18.0 eV

Geometry as XYZ:
```
98
C35H55N4OOsP2, DFT ωB97M-V/def2-TZVPD
C -1.296 -0.491 2.316
C -2.123 -1.028 0.154
C -2.469 -0.972 2.907
C -3.326 -1.503 0.708
C -3.490 -1.493 2.093
H -2.587 -0.922 3.993
H -4.111 -1.878 0.046
H -4.413 -1.872 2.543
N -1.124 -0.560 0.964
P 0.642 1.503 2.051
P -0.074 -1.293 -1.731
C -0.199 0.180 3.108
H -0.584 0.541 4.077
H 0.611 -0.546 3.311
C 2.166 1.140 -0.825
O 3.048 1.694 -1.372
C -1.888 -0.859 -1.316
H -2.643 -1.400 -1.902
C 0.151 -0.875 -3.600
C 0.051 -3.192 -1.491
C -0.515 3.026 2.138
C 2.256 1.891 3.006
C 0.915 0.463 -3.719
H 1.997 0.308 -3.600
H 0.735 0.872 -4.732
H 0.600 1.205 -2.974
C 1.026 -1.934 -4.302
H 2.033 -1.987 -3.855
H 0.578 -2.940 -4.299
H 1.147 -1.628 -5.358
C -1.208 -0.766 -4.317
H -1.061 -0.947 -5.399
H -1.944 -1.498 -3.950
H -1.635 0.241 -4.207
C 1.494 -3.660 -1.790
H 2.203 -2.821 -1.737
H 1.786 -4.397 -1.018
H 1.594 -4.148 -2.768
C -0.233 -3.522 -0.008
H 0.198 -2.773 0.672
H -1.310 -3.613 0.200
H 0.235 -4.498 0.220
C -0.965 -3.969 -2.352
H -1.658 -3.306 -2.894
H -0.416 -4.562 -3.106
H -1.560 -4.673 -1.744
C 3.030 2.975 2.226
H 3.940 3.240 2.796
H 3.347 2.602 1.238
H 2.446 3.898 2.085
C 3.135 0.626 3.039
H 2.589 -0.259 3.401
H 3.546 0.394 2.046
H 3.976 0.810 3.734
C 2.001 2.326 4.464
H 1.122 1.810 4.889
H 2.875 2.038 5.077
H 1.857 3.409 4.577
C -1.954 2.486 2.023
H -2.290 1.998 2.953
H -2.635 3.333 1.824
H -2.043 1.778 1.187
C -0.215 3.878 0.883
H -1.040 3.776 0.155
H -0.136 4.940 1.184
H 0.733 3.593 0.400
C -0.433 3.879 3.416
H -0.537 3.267 4.329
H 0.499 4.461 3.486
H -1.272 4.600 3.406
Os 0.676 0.232 -0.002
N -0.896 1.359 -1.022
C -1.891 0.720 -1.492
C -3.139 1.424 -2.108
C -4.196 0.449 -2.662
C -3.799 2.273 -0.999
C -2.665 2.378 -3.228
H -3.795 -0.199 -3.460
H -4.610 -0.196 -1.867
H -5.037 1.021 -3.094
H -3.097 3.046 -0.650
H -4.710 2.767 -1.386
H -4.086 1.647 -0.135
H -3.287 2.245 -4.132
H -2.750 3.421 -2.883
H -1.614 2.190 -3.506
N 3.920 -3.956 4.195
C 3.742 -3.412 3.191
C 3.539 -2.696 1.962
C 4.589 -2.689 1.047
C 4.443 -1.999 -0.126
C 3.290 -1.265 -0.339
N 2.245 -1.162 0.575
C 2.356 -1.955 1.697
H 5.511 -3.227 1.224
H 5.226 -2.008 -0.877
H 3.281 -0.792 -1.304
H 1.583 -2.012 2.421
```

=====

No. 5
C35H55N4OP2Ti | ωB97M-V/def2-TZVPD

Properties
- ⟨S²⟩: 2.0101
- Multiplicity: 3
- Charge: +1
- Energy relative to the best compared isomer or geometry (same formula, charge and spin): 0.0 kcal per mole
- Kohn-Sham gap (spin up / spin down): 0.21904 / 0.24952 hartree
- HOMO level (spin up / spin down): -9.2 / -10.0 eV

Geometry as XYZ:
```
98
C35H55N4OP2Ti, DFT ωB97M-V/def2-TZVPD
C 2.519 -1.322 -1.056
C 1.454 0.543 -2.021
C 3.447 -1.349 -2.088
C 2.272 0.466 -3.144
C 3.302 -0.469 -3.158
H 4.241 -2.092 -2.044
H 2.106 1.170 -3.961
H 3.985 -0.505 -4.003
N 1.577 -0.360 -1.008
P 0.824 -2.476 0.825
P 0.260 2.341 -0.154
C 2.497 -2.368 0.046
H 2.778 -3.354 -0.360
H 3.241 -2.121 0.823
C 0.400 1.566 -1.840
H 0.339 2.309 -2.644
C -1.338 3.386 -0.121
C 1.754 3.469 -0.140
C -0.144 -3.623 -0.339
C 1.123 -3.249 2.511
C -2.455 2.582 0.565
H -2.214 2.372 1.614
H -3.378 3.184 0.542
H -2.666 1.632 0.064
C -1.166 4.675 0.695
H -0.824 4.462 1.717
H -0.494 5.400 0.226
H -2.151 5.161 0.773
C -1.776 3.717 -1.551
H -2.667 4.362 -1.499
H -1.013 4.265 -2.118
H -2.052 2.807 -2.100
C 1.906 4.009 1.298
H 1.683 3.238 2.047
H 2.950 4.316 1.444
H 1.272 4.883 1.483
C 3.027 2.681 -0.494
H 3.191 1.837 0.180
H 3.017 2.324 -1.529
H 3.878 3.370 -0.385
C 1.603 4.600 -1.178
H 1.128 4.274 -2.112
H 1.065 5.470 -0.787
H 2.612 4.946 -1.447
C -0.237 -3.566 3.154
H -0.055 -3.967 4.163
H -0.851 -2.661 3.255
H -0.810 -4.320 2.600
C 1.848 -2.226 3.403
H 2.813 -1.915 2.988
H 1.240 -1.334 3.597
H 2.043 -2.713 4.371
C 2.005 -4.508 2.415
H 2.890 -4.350 1.785
H 2.359 -4.749 3.428
H 1.460 -5.384 2.049
C 0.178 -3.274 -1.801
H 1.211 -3.523 -2.078
H -0.491 -3.853 -2.457
H 0.006 -2.211 -2.008
C -1.644 -3.379 -0.106
H -1.947 -2.380 -0.451
H -2.214 -4.125 -0.683
H -1.932 -3.478 0.950
C 0.194 -5.105 -0.116
H 1.269 -5.306 -0.216
H -0.168 -5.481 0.849
H -0.319 -5.689 -0.897
Ti 0.101 -0.097 0.562
C 1.586 0.524 1.631
O 2.532 0.825 2.279
N -1.388 -0.138 -0.917
C -1.189 0.465 -1.967
C -1.852 0.385 -3.349
C -1.348 1.421 -4.346
C -1.503 -0.990 -3.909
C -3.361 0.528 -3.098
H -1.532 2.449 -4.020
H -0.280 1.292 -4.551
H -1.888 1.274 -5.291
H -1.834 -1.779 -3.225
H -1.996 -1.141 -4.876
H -0.418 -1.085 -4.058
H -3.832 1.141 -3.871
H -3.820 -0.466 -3.095
H -3.569 0.987 -2.123
N -0.835 1.670 6.823
C -1.195 1.160 5.833
C -1.632 0.530 4.603
C -2.883 -0.085 4.515
C -3.259 -0.650 3.304
C -2.382 -0.601 2.224
N -1.154 -0.036 2.332
C -0.785 0.547 3.499
H -3.539 -0.100 5.383
H -4.229 -1.127 3.170
H -2.658 -0.984 1.239
H 0.182 1.052 3.535
```